A 3-piece molecular cluster, C22H54B3N3O8S overall. Source: OMol25; level of theory: the ωB97M-V functional and the def2-TZVPD basis.

Properties
F_max: 0.015 Eh/bohr
calculated total energy: -2109.78152 a.u.
highest occupied orbital energy: -8.35 eV
gap between HOMO and LUMO: 8.773 eV

```
! RIJCOSX wB97M-V def2-TZVPD def2/J DEFGRID3
* xyz 0 1
C 2.74524 -0.75545 1.68972
C 2.72002 0.20533 0.50514
S 2.95340 1.88961 1.11567
C 2.79802 2.83931 -0.41937
B 1.96337 4.15511 -0.25372
O 2.41615 5.37349 -0.72598
B 1.42203 6.06779 -1.40787
N 1.59000 7.42101 -1.80049
O 0.25059 5.36788 -1.72637
B -0.24211 4.52895 -0.73677
C -1.72240 4.04222 -0.72569
C -2.57934 4.81869 0.31588
C -2.84728 4.01326 1.58862
C -3.91745 2.91188 1.41818
C -3.35209 1.48197 1.26247
C -3.65752 0.77799 -0.07430
O -4.90722 1.12849 -0.64662
C -4.79396 1.96990 -1.77748
O 0.66821 4.14437 0.24345
H 3.51435 -0.45728 2.40374
H 1.79170 -0.75621 2.21296
H 2.96514 -1.77077 1.36176
H 3.50510 -0.04027 -0.21229
H 1.76103 0.14677 -0.01393
H 2.23315 2.22201 -1.12730
H 3.77165 3.03818 -0.86702
H 0.73349 7.84255 -2.13544
H 2.00659 8.01967 -1.10101
H -1.76306 2.97494 -0.49892
H -2.13985 4.17861 -1.72525
H -2.11355 5.77352 0.57596
H -3.53800 5.06419 -0.14733
H -1.91516 3.57846 1.96163
H -3.18363 4.70849 2.36226
H -4.57006 2.93017 2.29032
H -4.53970 3.16296 0.56112
H -3.71892 0.85655 2.07722
H -2.26392 1.52758 1.35733
H -2.85560 0.97797 -0.79495
H -3.68860 -0.30216 0.09122
H -4.27435 1.46458 -2.59847
H -5.80546 2.21165 -2.10349
H -4.27413 2.90430 -1.54374
C -0.47629 -2.84732 -4.39825
O 0.04115 -1.91870 -5.32749
C -0.42579 -2.09604 -6.65948
C -1.27527 -0.92083 -7.08921
N -2.53190 -0.89665 -6.35702
C -3.33805 0.29929 -6.56379
C -2.76909 1.62809 -6.08085
O -2.63897 1.71508 -4.67361
C -1.42754 1.22656 -4.13299
H 0.02309 -2.66322 -3.44855
H -1.55725 -2.73529 -4.25751
H -0.27232 -3.87747 -4.70789
H -0.99198 -3.02833 -6.74624
H 0.44722 -2.16479 -7.31421
H -1.48983 -1.00846 -8.15877
H -0.67619 -0.01021 -6.94400
H -2.33377 -0.99076 -5.36870
H -4.29263 0.14369 -6.05528
H -3.55930 0.38820 -7.63274
H -3.47385 2.41256 -6.36763
H -1.81267 1.86913 -6.56069
H -0.59390 1.35769 -4.82884
H -1.48970 0.16984 -3.85553
H -1.22174 1.79971 -3.22714
C 3.25843 -7.43149 5.01039
O 2.72094 -6.72385 6.10725
C 3.69077 -6.24671 7.03177
C 3.73026 -4.73497 7.03539
N 4.27104 -4.22726 5.78405
C 4.18166 -2.78175 5.62339
C 2.79264 -2.16095 5.53594
O 2.07471 -2.52521 4.37192
C 1.31691 -3.71527 4.46164
H 2.41891 -7.81681 4.43448
H 3.86852 -6.79173 4.36285
H 3.87295 -8.27483 5.34203
H 4.67859 -6.65347 6.79481
H 3.40667 -6.59903 8.02718
H 4.36808 -4.39890 7.85882
H 2.71024 -4.37770 7.23790
H 3.78635 -4.67394 5.01562
H 4.71906 -2.51804 4.70907
H 4.71747 -2.30854 6.45315
H 2.92134 -1.07668 5.48163
H 2.18939 -2.36491 6.42915
H 0.95075 -3.88368 5.47860
H 1.88388 -4.59544 4.14379
H 0.46109 -3.60887 3.79476
*
```


C38H49BrCl6N4O3PbSSi as an isolated structure in a non-equilibrium geometry. Source: OMol25; level of theory: the ωB97M-V functional and the def2-TZVPD basis.

Properties
F_max: 0.065 Eh/bohr
calculated total energy: -8137.87896 a.u.
highest occupied orbital energy: -1.62 eV
gap between HOMO and LUMO: 5.014 eV
relative energy (zero: lowest compared OMol25 entry of this formula, charge and spin): 1.196 eV

```
! RIJCOSX wB97M-V def2-TZVPD def2/J DEFGRID3
* xyz -2 1
Pb 0.52746 -0.05250 1.63532
Cl 5.85712 -5.95219 2.08753
C 4.46801 -5.04051 1.88640
C 4.46177 -3.62297 2.25951
Cl 5.89615 -2.90248 2.83571
C 3.32901 -2.81285 2.05202
Cl 3.45657 -1.10517 2.25996
C 2.16091 -3.26286 1.30976
O 1.13944 -2.58456 0.99496
C 2.31230 -4.64115 0.87049
Cl 1.50203 -5.07779 -0.58701
C 3.26444 -5.57372 1.36515
Cl 2.96766 -7.24121 1.27222
O -1.15582 2.52658 4.97337
C -0.80870 2.39309 3.75565
O -0.09673 1.42317 3.27223
C -1.31626 3.43972 2.79313
C -1.75803 4.61952 3.29454
C -2.45533 5.54797 2.53313
C -2.63336 5.34459 1.17151
C -1.92000 4.30843 0.62400
C -1.38838 3.18899 1.38538
S -0.88770 1.95114 0.28902
H -1.52937 4.91464 4.33992
H -2.86933 6.49849 2.85932
H -3.22606 5.93705 0.50005
H -1.84290 4.25738 -0.44743
Cl -2.28558 -1.59028 -0.48749
C -2.17792 -2.88679 0.64928
C -2.33919 -4.23699 0.31264
C -2.09856 -5.21773 1.29414
C -1.81460 -4.85658 2.58367
C -1.54661 -3.53615 2.94392
C -1.78892 -2.52494 1.98313
C -1.53227 -1.14904 2.39063
H -2.50333 -4.51080 -0.70895
H -2.14902 -6.29725 1.08297
H -1.76504 -5.60899 3.34729
H -1.09531 -3.29701 3.92061
H -1.39859 -1.10098 3.48464
H -2.31098 -0.41096 2.07765
C 2.51596 -0.30414 -5.49797
C 1.22810 -0.09232 -6.32289
C 0.73026 -1.50059 -6.69783
C 1.56321 0.58774 -7.67339
Si -0.07693 0.94495 -5.27815
Br 0.30267 0.25682 -3.19339
C -1.96963 0.53504 -5.57365
C -2.31579 -0.76270 -4.92015
C -2.19430 0.54071 -7.05274
C -2.98969 1.51394 -4.93558
C 0.31847 2.90388 -5.32444
C -0.05322 3.36503 -6.72972
C 1.84397 2.99057 -5.16825
C -0.32128 3.63757 -4.18973
H 3.25093 -0.84125 -6.13652
H 2.21212 -0.91374 -4.63566
H 2.97157 0.63458 -5.13765
H 1.43449 -2.12381 -7.24994
H -0.25756 -1.42446 -7.29899
H 0.46527 -2.00895 -5.73007
H 1.90502 -0.23881 -8.35414
H 2.37102 1.30946 -7.51702
H 0.62841 1.01323 -8.10552
H -1.44479 -1.54255 -4.93828
H -3.15234 -1.23435 -5.45087
H -2.46668 -0.51903 -3.87242
H -1.41569 0.05197 -7.66942
H -2.23668 1.58811 -7.55640
H -3.21855 0.06452 -7.27057
H -2.72200 1.72187 -3.89331
H -3.99129 1.14942 -4.95026
H -3.03285 2.51649 -5.45833
H 0.45737 2.75233 -7.56713
H 0.17018 4.47151 -6.93782
H -1.11610 3.21423 -6.84248
H 2.29920 2.46590 -5.98243
H 2.14469 2.58954 -4.15875
H 2.15892 4.07066 -5.23251
H -1.39844 3.66235 -4.36395
H 0.00686 4.69668 -4.26391
H 0.00471 3.23894 -3.21500
C 1.51634 -0.27656 5.87806
N 0.11687 -0.68404 6.02901
C -0.57532 0.49507 6.54107
N -0.14016 0.98755 7.86303
C 1.27391 1.30976 7.64616
N 2.13616 0.17745 7.17017
C 1.95773 -0.91499 8.15797
N 0.51976 -1.32310 8.39825
C -0.02421 -1.70729 7.05516
C -0.22979 -0.09921 8.83440
H 1.64936 0.52733 5.11054
H 2.14791 -1.11000 5.54964
H -1.66795 0.29273 6.58702
H -0.45021 1.42133 5.84635
H 1.72363 1.58815 8.56626
H 1.30837 2.07209 6.86227
H 2.34448 -0.47508 9.04864
H 2.60362 -1.79328 7.87870
H -1.05786 -1.97710 7.15581
H 0.54840 -2.63110 6.88590
H 0.32116 0.17543 9.72276
H -1.28075 -0.29283 9.10007
*
```


C19H19AsIO4PdSe as an isolated structure in a non-equilibrium geometry. Source: OMol25; level of theory: the ωB97M-V functional and the def2-TZVPD basis.

Properties
F_max: 0.038 Eh/bohr
calculated total energy: -6099.09490 a.u.
highest occupied orbital energy (alpha / beta): -4.10 / -4.18 eV
gap between HOMO and LUMO (alpha / beta): 6.361 / 6.505 eV
relative energy (zero: lowest compared OMol25 entry of this formula, charge and spin): 1.270 eV

```
! RIJCOSX wB97M-V def2-TZVPD def2/J DEFGRID3
* xyz -1 1
Pd 0.98413 1.45203 0.21453
I 3.44648 0.55320 -0.51981
C 3.79720 0.49253 1.58726
C 5.09081 0.39866 2.00273
C 5.36285 0.28252 3.38278
C 4.33738 0.22363 4.27910
C 2.98867 0.30569 3.85416
C 1.91797 0.21251 4.77270
C 0.62495 0.29984 4.34398
C 0.33458 0.52766 2.98226
C 1.33716 0.63645 2.05873
C 2.69126 0.48946 2.47138
H 5.89797 0.39951 1.28370
H 6.39164 0.22788 3.71603
H 4.53788 0.11080 5.33856
H 2.14218 0.07394 5.82443
H -0.18677 0.22502 5.05803
H -0.69557 0.66453 2.67554
O 0.04235 2.66199 -1.72430
Se 0.15201 3.73593 -0.45853
O -0.69826 2.99677 0.76302
O 1.73332 3.67954 0.02370
O -0.37465 5.20457 -0.83006
C -2.48809 0.74914 -0.51189
As -0.72507 -0.02022 -0.74466
C -1.08675 -1.83351 -0.07898
C -0.67801 -0.31377 -2.70568
C -1.85262 -1.05655 -3.24226
C -1.85524 -2.45030 -3.31738
C -2.95980 -3.13973 -3.79327
C -4.09028 -2.44774 -4.20597
C -4.10003 -1.06121 -4.14222
C -2.99307 -0.37459 -3.66688
H -3.25825 0.09687 -0.92492
H -2.49565 1.72418 -0.99428
H -2.64823 0.90755 0.55299
H -1.96499 -2.27115 -0.55298
H -1.24762 -1.76255 0.99694
H -0.21884 -2.47066 -0.25144
H 0.26085 -0.82903 -2.91241
H -0.61071 0.70120 -3.09749
H -0.97271 -2.99399 -2.99934
H -2.93868 -4.22161 -3.84294
H -4.95389 -2.98459 -4.57757
H -4.97385 -0.51052 -4.46790
H -3.00401 0.70813 -3.61938
*
```